53
Properties=species:S:1:pos:R:3 method="wB97M-V/def2-TZVPD" molar_mass_g_mol=473.284 multiplicity=4 orbital_gap_ev="4.852 / 4.976" e_above_lowest_kcal_mol=231.34 homo_ev="-11.4 / -11.4" total_charge=+1 s_squared=3.754 lumo_energy_ev="-6.5723 / -6.4481"
V -0.4434 -3.8778 0.9540
N 0.5817 -0.8255 -0.1728
O 0.1102 -1.9752 -0.0612
O 0.0872 0.1731 -0.7708
O 1.7307 -0.7553 0.2020
C -3.1343 -2.5903 -1.4105
O -2.4457 -3.1960 -0.6091
N -4.2938 -2.9909 -1.7728
N -2.7311 -1.6853 -2.2198
H -4.7434 -3.6198 -1.1228
H -4.5475 -3.1625 -2.7352
H -1.7522 -1.5157 -2.4018
H -3.4205 -1.5931 -2.9521
C -2.5076 -1.7329 2.3061
O -1.5647 -2.5366 2.2196
N -3.7701 -2.0241 2.4305
N -2.4146 -0.4570 2.1251
H -4.4083 -1.2538 2.5700
H -4.2110 -2.8730 2.1062
H -1.4938 -0.1442 1.8522
H -3.1664 0.1367 2.4451
C -0.0017 2.5018 2.2796
O -0.0905 3.2210 3.1930
N -0.4329 2.7969 1.1084
N 0.6154 1.3509 2.3592
H -0.2193 2.1137 0.3959
H -0.8261 3.6782 0.8104
H 0.9752 1.1788 3.2871
H 1.0032 0.8537 1.5702
C 5.0544 -1.8804 1.2918
O 5.9624 -2.2261 1.9843
N 3.8239 -2.4172 1.3310
N 5.0488 -0.8652 0.5164
H 2.9673 -2.1142 0.8900
H 3.7159 -3.2381 1.9094
H 5.9023 -0.3469 0.3646
H 4.2018 -0.6062 0.0310
C -1.6650 2.5054 -2.6650
O -2.2087 3.1582 -3.5388
N -0.4754 2.0973 -2.7530
N -2.1818 2.1985 -1.5067
H 0.1499 2.6020 -3.3649
H -0.2215 1.4757 -1.9985
H -1.7858 1.5051 -0.8882
H -3.1641 2.4251 -1.4458
C 3.0170 2.5401 -1.1228
O 3.6513 3.5388 -1.4228
N 3.0126 2.0213 0.0740
N 2.4913 1.7488 -2.0721
H 2.4753 1.1788 0.2207
H 3.2198 2.5432 0.9135
H 1.8738 1.0542 -1.6767
H 2.6497 1.9066 -3.0571